Computed, not measured: an isolated molecule of C12H11NO in a non-equilibrium geometry, with ωB97M-V with the def2-TZVPD basis set.

Last column: Löwdin charge in e.
CARTESIAN COORDINATES (ANGSTROEM)
O -0.732 -2.160 0.050  0.0264
N -0.144 1.349 -0.348  0.0931
C 3.466 0.740 0.371  -0.0895
C -3.205 0.048 0.926  -0.0625
C -1.908 0.132 1.122  -0.0613
C -1.171 0.332 -0.149  -0.3445
C 1.067 -0.590 -0.209  -0.0821
C -0.319 -1.049 -0.549  -0.2730
C -3.444 0.234 -0.481  -0.0625
C -2.310 0.520 -1.175  0.0304
C 1.111 0.804 -0.137  -0.2339
C 2.290 -1.301 -0.081  -0.0209
C 2.291 1.480 0.137  -0.0226
C 3.465 -0.628 0.099  -0.1239
H 4.453 -1.059 0.043  0.0968
H -0.553 2.221 -0.010  0.1538
H 2.399 2.591 0.126  0.1175
H -1.424 0.436 2.120  0.1551
H -1.009 -1.977 0.970  0.1132
H -3.905 -0.094 1.622  0.0689
H -0.489 -1.277 -1.534  0.1296
H -2.280 0.474 -2.196  0.0818
H -4.403 -0.019 -0.872  0.0942
H 4.462 1.177 0.363  0.0997
H 2.293 -2.384 -0.209  0.1161

The calculation puts the HOMO-LUMO gap at 8.2 eV. The spin multiplicity is 1. As for the SMILES: O[C@@H]1c2ccccc2NC12C=CC=C2. The calculation puts the energy above the lowest of the compared OMol25 structures with the same formula, charge and spin at 2.646 eV.

Computed, not measured: a structure of composition C58H43N2P3PbS2Si in a non-equilibrium geometry, with ωB97M-V with the def2-TZVPD basis set.

Last column: Löwdin charge in e.
CARTESIAN COORDINATES (ANGSTROEM)
Pb 0.171 -0.333 0.268  0.5142
S -0.933 0.730 2.160  0.7911
S 1.917 0.037 1.921  0.7364
P -1.094 1.233 -1.175  0.9268
P 2.411 1.031 0.185  0.8703
P -1.732 -2.132 0.379  0.9697
Si 0.829 -1.288 -1.909  0.5396
N 3.289 2.103 4.763  0.1795
N -0.744 3.083 5.101  0.1300
C 2.583 -0.751 -2.088  -0.2522
C -0.698 5.563 -2.891  -0.0925
C -3.865 0.557 -0.881  -0.0941
C 3.259 0.133 -1.184  -0.2972
C -4.002 -3.642 1.267  -0.0833
C -1.262 0.372 -2.805  -0.3293
C -0.354 2.351 4.282  -0.2632
C 4.723 0.942 3.624  -0.1280
C 1.986 3.667 0.865  -0.0664
C 0.138 3.317 -2.582  -0.0974
C -0.191 -2.699 2.707  -0.1374
C -5.167 1.176 1.064  -0.0834
C 3.948 -1.293 3.182  -0.0209
C 0.082 -2.609 4.076  -0.0720
C -0.667 -4.714 0.002  -0.0803
C 3.356 0.519 1.650  -0.6663
C 1.465 1.141 3.184  -0.4168
C 0.506 -3.001 -1.294  -0.2927
C -2.176 -1.386 3.020  -0.2241
C -2.183 0.810 -3.775  -0.0802
C 2.863 5.623 -0.241  -0.0799
C -1.906 -1.293 4.388  -0.0953
C 2.080 5.057 0.757  -0.0564
C 1.179 -5.367 -1.388  -0.0856
C -1.818 5.239 -2.132  -0.0792
C 0.174 -5.706 -0.499  -0.0783
C 2.675 2.809 -0.016  -0.3218
C 4.655 -0.402 3.983  -0.0485
C -0.394 -0.706 -3.122  -0.2804
C 4.652 0.318 -1.336  -0.0839
C -2.842 1.802 0.899  -0.2579
C -0.517 -1.333 -4.378  -0.0794
C -3.847 -3.171 -1.087  -0.1004
C 0.280 4.601 -3.118  -0.0846
C 3.436 3.406 -1.029  -0.0829
C -1.456 -0.896 -5.313  -0.0776
C 1.342 -4.038 -1.778  -0.0871
C 3.327 -1.291 -3.165  -0.0925
C 0.166 1.457 3.293  -0.6112
C 4.081 1.397 2.467  -0.0939
C -1.959 3.953 -1.597  -0.0753
C 3.540 4.798 -1.134  -0.0803
C -2.284 0.178 -5.014  -0.0689
C -5.201 -4.329 1.045  -0.0811
C 5.359 -0.260 -2.389  -0.0711
C -2.729 1.196 -0.368  -0.4005
C -1.337 -2.110 2.153  -0.4822
C -0.779 -1.911 4.917  -0.0738
C -0.529 -3.354 -0.371  -0.3395
C -5.043 -3.858 -1.310  -0.0859
C -4.050 1.804 1.603  -0.0796
C 3.304 -0.835 2.029  -0.3729
C -3.303 -3.049 0.206  -0.3567
C -5.073 0.547 -0.173  -0.0807
C -0.984 2.967 -1.810  -0.3244
C -5.721 -4.436 -0.241  -0.0952
C 4.693 -1.046 -3.315  -0.0745
C 2.484 1.661 4.044  -0.2233
H -3.834 0.024 -1.826  0.0924
H 1.528 5.692 1.445  0.1123
H 1.133 -1.534 1.223  -0.0586
H -4.109 2.286 2.575  0.1140
H 4.137 5.236 -1.930  0.1042
H 2.851 -1.935 -3.905  0.0980
H 0.975 -3.078 4.480  0.1021
H 5.236 -1.487 -4.146  0.1072
H -5.934 0.030 -0.588  0.1032
H -2.589 5.984 -1.956  0.1035
H -2.836 1.657 -3.575  0.1142
H 2.931 6.703 -0.335  0.1058
H 5.147 -0.752 4.885  0.1161
H 3.947 2.809 -1.778  0.0949
H -1.978 2.286 1.353  0.0266
H 6.427 -0.085 -2.485  0.1087
H -6.650 -4.973 -0.412  0.1008
H 2.150 -3.828 -2.478  0.0887
H 0.525 -3.231 2.086  0.0899
H -6.105 1.162 1.612  0.1040
H 1.159 4.843 -3.708  0.1034
H -2.860 3.747 -1.028  0.0999
H -1.439 -5.020 0.705  0.1099
H 1.348 3.254 1.646  0.1003
H -2.576 -0.732 5.035  0.1123
H -3.060 -0.883 2.631  0.0997
H -3.625 -3.599 2.284  0.1001
H 0.920 2.587 -2.781  0.1022
H -0.589 6.560 -3.307  0.1014
H -3.007 0.531 -5.745  0.1074
H 5.270 1.643 4.249  0.1154
H 5.204 0.938 -0.631  0.1158
H 3.887 -2.343 3.454  0.1212
H -3.333 -2.732 -1.942  0.1016
H 1.840 -6.134 -1.782  0.1035
H -1.534 -1.392 -6.277  0.1053
H 2.746 -1.554 1.432  0.0874
H 0.117 -2.178 -4.645  0.1024
H -5.438 -3.942 -2.318  0.1015
H 4.157 2.455 2.230  0.1279
H -5.725 -4.783 1.883  0.1029
H 0.038 -6.739 -0.191  0.1058
H -0.563 -1.837 5.980  0.1074

The calculation puts the HOMO-LUMO gap (spin up / spin down) at 4.3 / 4.7 eV. The spin multiplicity is 1.

Computed, not measured: an isolated molecule of C7H10, with ωB97M-V with the def2-TZVPD basis set.

Last column: Löwdin charge in e.
CARTESIAN COORDINATES (ANGSTROEM)
C 1.111 0.428 -0.976  -0.1470
C -1.793 0.572 -0.036  -0.0682
C 1.516 0.848 0.419  -0.0925
C 0.319 -0.860 -0.750  -0.2043
C 0.177 -1.052 0.747  -0.1948
C 0.973 0.061 1.351  -0.0707
C -1.036 -0.733 -0.115  -0.2592
H 0.511 -1.715 -1.392  0.1324
H -1.220 1.330 0.508  0.0738
H 1.110 0.184 2.422  0.1016
H 1.964 0.298 -1.651  0.1083
H -2.022 0.969 -1.033  0.0787
H -1.674 -1.594 -0.313  0.1303
H 2.157 1.704 0.611  0.0991
H 0.471 1.200 -1.429  0.1091
H 0.224 -2.031 1.218  0.1286
H -2.742 0.427 0.490  0.0747

The calculation puts the HOMO-LUMO gap at 10.0 eV. The spin multiplicity is 1. As for the SMILES: C[C@@H]1[C@@H]2C=CC[C@H]12. The calculation puts the energy above the lowest of the compared OMol25 structures with the same formula, charge and spin at 1.159 eV.

Computed, not measured: a structure of composition C33H26ClN3OTi in a non-equilibrium geometry, with ωB97M-V with the def2-TZVPD basis set.

Last column: Löwdin charge in e.
CARTESIAN COORDINATES (ANGSTROEM)
Ti -0.293 0.434 -0.437  1.2675
Cl -6.873 0.395 1.564  0.7899
O -0.751 -0.752 0.879  -0.1273
N -0.961 0.556 -2.510  0.0077
N 0.835 -1.034 -1.444  -0.0484
N 1.662 1.243 -0.314  0.0037
C -1.802 1.608 -4.507  0.0057
C -0.416 -0.390 -3.329  -0.1211
C 0.773 0.276 5.601  -0.0014
C 0.282 1.099 4.540  -0.0467
C 0.674 -1.629 4.140  0.0134
C 4.295 1.601 0.654  0.0709
C 4.762 -0.878 0.126  -0.0175
C 2.600 0.184 -0.328  -0.1285
C 2.180 -1.057 -0.938  -0.1717
C 3.948 0.308 0.143  -0.1122
C 0.508 -2.669 -3.373  -0.0144
C 0.568 -2.611 -4.754  -0.0578
C 2.107 2.458 0.153  -0.0744
C 0.349 -1.475 -2.664  -0.1905
C -0.341 -1.454 1.889  -0.2259
C 0.008 -1.547 -5.446  -0.0221
C 0.903 -1.086 5.384  -0.0492
C 0.168 -0.819 3.087  -0.1253
C -1.632 1.559 -3.103  -0.0951
C -4.884 0.906 -0.072  -0.1032
C -0.628 -0.523 -4.737  -0.1505
C -3.665 1.404 -0.355  -0.0702
C 3.159 -2.039 -1.201  0.0244
C -3.102 1.515 1.987  -0.0209
C -1.396 2.118 0.202  -0.2243
C -5.304 0.843 1.230  -0.7408
C -1.362 0.536 -5.304  0.0586
C -2.745 1.684 0.641  -0.3347
C 4.431 -1.934 -0.652  -0.0606
C -0.471 -2.958 1.753  0.0354
C 3.349 2.633 0.676  -0.0317
C 0.028 0.617 3.299  0.0008
C -4.449 1.175 2.251  -0.0808
H 5.280 1.826 1.102  0.1455
H 5.168 -2.758 -0.632  0.1390
H 0.812 -2.714 3.923  0.1348
H -1.573 2.905 -0.586  0.0848
H -1.527 0.556 -6.365  0.1301
H -0.140 1.237 2.407  0.0864
H -2.429 1.845 2.800  0.1153
H 1.433 3.272 -0.018  0.1227
H 3.640 3.562 1.181  0.1333
H 0.187 2.137 4.892  0.1275
H -3.433 1.676 -1.417  0.1102
H 1.004 -3.444 -5.347  0.1381
H 2.895 -2.806 -1.919  0.1127
H -2.229 2.532 -4.895  0.1232
H -0.910 2.632 1.027  0.0577
H 1.200 -1.724 6.239  0.1369
H 5.706 -0.906 0.637  0.1222
H 0.523 -3.342 1.347  0.1402
H -4.824 1.246 3.312  0.1361
H 0.715 -3.670 -2.939  0.1343
H -1.883 2.411 -2.428  0.1062
H -0.587 -3.441 2.723  0.0859
H 1.097 0.754 6.573  0.1501
H -5.600 0.634 -0.890  0.1396
H 0.256 -1.483 -6.519  0.1381
H -1.293 -3.235 1.060  0.1185

The calculation puts the HOMO-LUMO gap at 5.4 eV. The spin multiplicity is 1. The total charge is +2. The calculation puts the energy above the lowest of the compared OMol25 structures with the same formula, charge and spin at 2.270 eV.